# 1
DFT (ωB97M-V with the def2-TZVPD basis set) results for C24H39F9N4O5Re as an isolated structure.

As for the spin multiplicity: 2. The calculation puts the total energy at -68293.1329 eV. The total charge is +2. As for the frontier orbital gap (spin up / spin down): 0.2855 / 0.2806 hartree.

Structure (XYZ):
```
82
C24H39F9N4O5Re (ωB97M-V with the def2-TZVPD basis set)
Re 0.95831 0.46484 0.16406
C -1.80519 2.42396 -3.70503
C -1.34923 2.52789 -2.24828
C -2.52178 2.71163 -1.26707
C -3.38673 1.54555 -0.79262
C -4.62775 2.05629 -0.07091
C -3.76471 0.53438 -1.86124
N -2.48245 0.89814 0.24795
C -2.76967 -0.46636 0.73999
C -1.90071 -0.75334 1.94548
N -0.39499 -0.66456 1.82450
C 0.02120 0.21484 2.96131
C -0.29829 1.61513 2.48078
O -0.98017 2.42451 3.01736
O 0.17870 1.84674 1.19384
C 0.19636 -2.05582 1.92153
C -0.20973 -2.82846 3.17832
C -0.15578 -2.83315 0.65193
C 0.78290 -2.71405 -0.55117
C 2.21689 -3.07562 -0.17924
C 0.31787 -3.69482 -1.62984
N 0.81863 -1.27585 -1.11882
C -0.26022 -0.97108 -2.09768
C -0.07121 0.36855 -2.78485
N -0.15115 1.58192 -1.90293
C 1.00237 2.47778 -2.22785
C 2.33201 1.79336 -2.08616
O 3.27729 1.94864 -2.78330
O 2.36529 0.98407 -0.99218
H -2.40644 3.30569 -3.92479
H -2.41430 1.55431 -3.93455
H -0.96249 2.44651 -4.39551
H -0.88349 3.51048 -2.18820
H -3.17885 3.43077 -1.75819
H -2.15052 3.23133 -0.37678
H -5.21131 2.67225 -0.75190
H -4.36979 2.67673 0.78944
H -5.27068 1.24117 0.25962
H -4.35522 1.04268 -2.62199
H -4.38963 -0.26025 -1.45555
H -2.90214 0.09046 -2.35479
H -1.52542 0.90286 -0.14087
H -2.45221 1.54791 1.04362
H -2.64158 -1.16272 -0.08400
H -3.81174 -0.50384 1.05961
H -2.16004 -1.74491 2.31169
H -2.21422 -0.05677 2.72525
H 1.08397 0.10277 3.14900
H -0.53050 0.00856 3.87728
H 1.26784 -1.89259 1.97791
H -1.16885 -3.33814 3.08136
H -0.23776 -2.20121 4.06835
H 0.54076 -3.59673 3.36019
H -1.18113 -2.61521 0.34408
H -0.16602 -3.89503 0.90521
H 2.22541 -4.06568 0.27510
H 2.66660 -2.37691 0.51642
H 2.84625 -3.11999 -1.06920
H 0.46056 -4.70540 -1.25106
H 0.91647 -3.60837 -2.53763
H -0.73638 -3.59172 -1.88415
H 1.70823 -1.24290 -1.62608
H -1.20899 -1.03035 -1.56291
H -0.28208 -1.72710 -2.88240
H -0.80254 0.41637 -3.58733
H 0.90105 0.36392 -3.28528
H 0.98981 3.32272 -1.53573
H 0.92451 2.85276 -3.25005
F 4.92688 1.27297 -0.00542
C 4.71038 0.12522 0.61645
F 4.34609 -0.79575 -0.28076
F 5.85297 -0.27182 1.15360
C 3.59535 0.25690 1.72976
O 2.33677 -0.22255 1.34958
C 3.49954 1.72302 2.23918
F 2.67533 1.78136 3.29501
F 2.96453 2.51195 1.29864
F 4.67144 2.20624 2.58932
C 3.97883 -0.68697 2.91449
F 4.19972 -1.91230 2.43444
F 2.95343 -0.78866 3.77313
F 5.03356 -0.26916 3.57952
```



# 2
DFT (ωB97M-V with the def2-TZVPD basis set) results for C3H9Cl2N2O5Sn2 as an isolated structure at a distorted geometry.

As for the spin multiplicity: 1. The calculation puts the total energy at -53134.6473 eV. The total charge is +3. As for the frontier orbital gap: 0.2514 hartree.

Structure (XYZ):
```
23
C3H9Cl2N2O5Sn2 (ωB97M-V with the def2-TZVPD basis set)
Sn -1.60854 1.38231 0.94311
Sn 0.05144 1.71265 -1.80109
O -0.42188 0.37947 -0.44569
H 0.07880 -0.37639 -0.08165
C 1.61190 1.22865 1.00455
N 2.55521 1.65197 -0.08426
O 3.80282 1.43899 -0.06628
O 2.00763 2.16255 -1.06624
H 1.12927 2.07161 1.49911
H 2.19550 0.57659 1.65442
H 0.86265 0.62404 0.49351
C -1.85972 -1.20733 -1.68608
N -1.58669 -0.57582 -2.97306
O -0.63162 0.21085 -3.06933
O -2.26977 -0.92879 -3.86050
H -0.97575 -1.48316 -1.11109
H -2.38800 -2.13007 -1.92604
H -2.51180 -0.55130 -1.10944
C -0.11625 -1.29083 2.78482
Cl -0.01601 -0.30399 1.31584
Cl 1.28560 -1.11038 3.83457
H -1.05435 -1.16186 3.32467
H -0.14050 -2.31983 2.42612
```



# 3
DFT (ωB97M-V with the def2-TZVPD basis set) results for a 2-piece molecular cluster, C4HO3 overall at a distorted geometry.

As for the spin multiplicity: 1. The calculation puts the total energy at -10303.6580 eV. The total charge is -1. As for the frontier orbital gap (spin up / spin down): 0.2207 / 0.2210 hartree.

Structure (XYZ):
```
8
C4HO3 (ωB97M-V with the def2-TZVPD basis set)
C 1.05083 -1.08459 -0.25569
C -0.14839 -0.69246 0.04953
C -1.31883 -1.34817 0.09006
C 0.29574 1.36925 0.05094
O 0.33118 1.65923 -1.08778
O -2.53381 -1.19651 0.28324
O 0.43554 1.65942 1.18755
H 1.88774 -0.36617 -0.31785
```



# 4
DFT (ωB97M-V with the def2-TZVPD basis set) results for C4H7AuO2 as an isolated structure at a distorted geometry.

As for the spin multiplicity: 4. The calculation puts the total energy at -12033.6229 eV. The total charge is +1. As for the frontier orbital gap (spin up / spin down): 0.2143 / 0.2707 hartree.

Structure (XYZ):
```
14
C4H7AuO2 (ωB97M-V with the def2-TZVPD basis set)
H 0.12790 1.63551 1.09980
O -2.38940 0.99022 0.32732
C -1.11291 0.75843 -0.09217
C -0.67349 -0.53008 -0.22868
C 0.60572 -0.85230 -0.96050
C 1.31252 -1.18896 0.31341
O 1.93540 -0.36871 1.01734
Au 1.85858 1.44109 1.47418
H -2.62339 1.91410 0.20294
H -0.65650 1.54527 -0.70281
H -1.34368 -1.34518 0.05460
H 1.04777 0.01064 -1.47125
H 0.50891 -1.74671 -1.59260
H 1.40255 -2.26331 0.55842
```



# 5
DFT (ωB97M-V with the def2-TZVPD basis set) results for a 4-piece molecular cluster, C20H42FN2O6 overall.

As for the spin multiplicity: 1. The calculation puts the total energy at -39394.8923 eV. The total charge is +1. As for the frontier orbital gap: 0.3309 hartree.

Structure (XYZ):
```
71
C20H42FN2O6 (ωB97M-V with the def2-TZVPD basis set)
C -2.72436 -1.41228 2.31054
C -1.70882 -0.35707 2.78533
N -0.48086 -0.22767 1.98080
C -0.64733 0.04234 0.56751
C -1.53053 1.25709 0.24396
C -2.20210 1.13849 -1.12059
O -2.83002 -0.13168 -1.16331
O -4.09884 -0.01426 -1.81090
O -0.83354 2.48338 0.21537
C 0.33027 2.52644 1.04242
C 0.85053 3.94902 1.04827
C 1.36457 1.59482 0.44225
N 0.76265 0.25249 0.03846
C 0.90255 -0.08046 -1.42473
C 1.94846 -1.15525 -1.62668
C 2.01037 -1.65745 -3.04721
F 3.17596 -0.61012 -1.23382
H -2.88201 -2.16399 3.08420
H -2.38521 -1.94033 1.41731
H -3.69855 -0.97063 2.09649
H -2.17816 0.62219 2.86570
H -1.36737 -0.59082 3.79367
H 0.03795 -1.09644 2.08079
H -1.04212 -0.81940 0.01783
H -2.32891 1.28582 0.99027
H -2.92811 1.94376 -1.22269
H -1.47825 1.24912 -1.93521
H -4.69934 0.01537 -1.03999
H 0.07920 2.20002 2.05179
H 0.72527 4.38698 0.05681
H 0.29314 4.55114 1.76368
H 1.90117 3.97511 1.33858
H 2.15594 1.41766 1.16915
H 1.80903 2.04119 -0.44507
H 1.32111 -0.44138 0.53536
H 1.19249 0.82737 -1.95016
H -0.05360 -0.41951 -1.82079
H 1.74725 -1.99129 -0.94330
H 2.40943 -0.89358 -3.71556
H 1.01906 -1.97312 -3.37619
H 2.66187 -2.52918 -3.09627
C 2.63106 2.09360 5.77369
C 2.64672 1.54164 4.37468
O 2.20930 2.17280 3.43652
C 3.23671 0.16472 4.19791
H 2.18708 3.08526 5.77740
H 2.06195 1.43285 6.43011
H 3.64849 2.14586 6.16483
H 2.68575 -0.55773 4.80269
H 4.27272 0.15440 4.53968
H 3.20347 -0.12873 3.15051
C 5.74480 -1.48018 -3.65508
C 5.85633 -1.68865 -5.14896
O 5.36396 -0.90410 -5.92375
C 6.59536 -2.91850 -5.61265
H 5.20019 -0.55856 -3.46381
H 5.21848 -2.32220 -3.20098
H 6.73311 -1.41883 -3.19726
H 6.11639 -3.81620 -5.21711
H 7.62110 -2.90215 -5.24022
H 6.60215 -2.95632 -6.69859
C -7.35712 -0.07819 -1.49471
C -7.18127 -0.53875 -0.07351
O -6.22634 -0.15265 0.57205
C -8.18618 -1.50824 0.48209
H -6.56806 0.63786 -1.71284
H -7.27239 -0.92907 -2.17356
H -8.32331 0.39103 -1.68106
H -8.20807 -2.40959 -0.13258
H -9.18434 -1.06814 0.45493
H -7.92830 -1.76715 1.50553
```



The highest total charge belongs to which entry? C3H9Cl2N2O5Sn2



Which formula does entry 5 have? C20H42FN2O6



Which of these has the lowest total charge? C4HO3



Number 4 is which compound? C4H7AuO2